1.
The following is a DFT calculation (wB97M-V/def2-TZVPD) of a structure of composition C42H41NO3P2PdS in a non-equilibrium geometry.

Calculated values
HOMO-LUMO gap (alpha / beta) = 5.209 / 7.761 eV
F_max = 5.10 eV/Å
E = -84737.5807 eV
2S+1 = 3
energy relative to the best compared isomer or geometry (same formula, charge and spin) = 0.0 kJ/mol
charge = 0
LUMO (alpha / beta) = 0.04 / -0.26 eV
<S²> = 2.007

Geometry (Å):
Pd1 0.10 2.61 -5.44
S1 -0.95 2.09 2.42
P1 2.25 -0.25 -1.35
P2 -1.87 -0.90 -2.91
O1 0.42 2.30 2.82
O2 -1.78 3.24 2.17
O3 -1.98 -1.04 0.65
N1 -1.07 1.02 1.17
C1 -2.29 1.54 -1.62
C2 -0.38 -0.84 -1.88
C3 5.92 -3.02 -0.91
C4 3.74 2.48 -4.02
C5 -2.97 -1.10 4.92
C6 -1.73 0.98 3.55
C7 -3.06 2.52 -1.01
C8 -2.90 0.42 -2.21
C9 -1.28 0.15 -4.78
C10 -4.00 -4.09 -1.42
C11 4.63 -3.54 -0.96
C12 0.15 2.42 -7.37
C13 -3.33 -2.87 -1.51
C14 -5.07 1.42 -1.79
C15 -1.76 -0.10 1.45
C16 3.72 -1.31 -1.26
C17 0.93 1.40 -6.71
C18 -2.44 0.00 5.62
C19 -2.84 -3.33 -3.85
C20 2.64 1.29 -2.21
C21 3.53 -2.70 -1.14
C22 -4.30 0.39 -2.33
C23 2.42 3.70 -2.40
C24 1.76 0.16 0.31
C25 3.26 3.69 -3.51
C26 3.44 1.28 -3.37
C27 -2.75 -2.47 -2.73
C28 -3.51 -4.54 -3.74
C29 -4.10 -4.94 -2.53
C30 6.11 -1.64 -1.02
C31 -4.46 2.48 -1.11
C32 0.48 -0.05 -6.62
C33 0.02 -0.44 -5.19
C34 -1.54 1.55 -5.23
C35 -2.83 -1.17 3.53
C36 -1.28 2.16 -7.80
C37 2.07 2.50 -1.77
C38 0.92 -1.08 -2.19
C39 -2.19 -0.12 2.86
C40 5.02 -0.78 -1.19
C41 -1.83 1.06 4.94
C42 -2.13 1.51 -6.68
H1 0.76 0.60 0.30
H2 -1.41 1.93 5.45
H3 0.78 -0.16 -4.46
H4 5.17 0.30 -1.26
H5 1.35 -0.67 -6.88
H6 1.37 2.50 -0.93
H7 7.12 -1.22 -0.98
H8 -2.57 3.32 -0.45
H9 2.52 -3.11 -1.18
H10 -3.23 -2.22 -0.64
H11 -2.13 -0.48 -5.12
H12 3.54 4.63 -3.99
H13 -3.47 -1.90 5.46
H14 -1.27 1.53 -8.71
H15 -3.11 2.02 -6.63
H16 4.47 -4.62 -0.86
H17 -4.44 -4.38 -0.47
H18 -0.02 -1.53 -5.13
H19 6.77 -3.68 -0.77
H20 0.71 3.20 -7.92
H21 -3.19 -2.02 2.94
H22 -3.59 -5.20 -4.60
H23 -0.65 -0.64 -0.83
H24 -1.20 1.64 -1.61
H25 -2.38 -3.02 -4.79
H26 -2.34 0.48 -6.98
H27 1.21 -1.81 -2.96
H28 -0.29 -0.27 -7.36
H29 -5.06 3.26 -0.64
H30 -1.77 3.11 -8.09
H31 2.02 4.64 -2.01
H32 -6.16 1.39 -1.89
H33 -4.78 -0.46 -2.83
H34 -2.23 2.09 -4.55
H35 1.73 -0.75 0.92
H36 -2.52 0.03 6.71
H37 3.82 0.33 -3.76
H38 -4.62 -5.89 -2.44
H39 2.01 1.54 -6.74
H40 2.45 0.88 0.77
H41 4.35 2.46 -4.92

2.
The following is a DFT calculation (wB97M-V/def2-TZVPD) of a cluster of 4 separate species, C3H13NO4 in total in a non-equilibrium geometry.

Calculated values
HOMO-LUMO gap = 3.844 eV
F_max = 4.85 eV/Å
E = -12992.3591 eV
energy relative to the best compared isomer or geometry (same formula, charge and spin) = 1042.7 kJ/mol
charge = 0
LUMO = -5.24 eV

Geometry (Å):
O1 -2.60 -0.60 -1.66
O2 2.14 1.68 0.06
O3 1.88 0.58 2.38
O4 -2.84 -1.52 0.53
N1 1.23 -0.38 -0.60
C1 -0.20 -0.19 -0.44
C2 -0.46 0.45 0.91
C3 2.08 0.85 -0.99
H1 3.14 0.48 -1.41
H2 2.07 1.23 2.96
H3 -0.66 0.38 -1.28
H4 1.55 -1.27 -0.83
H5 -1.46 0.36 1.40
H6 -0.41 1.54 0.78
H7 -0.73 -1.34 -0.50
H8 -2.68 -0.93 -0.36
H9 2.15 1.08 1.56
H10 -2.88 -1.28 -2.25
H11 0.17 -0.12 1.60
H12 -3.20 -2.30 0.14
H13 1.71 1.31 -1.99

3.
The following is a DFT calculation (wB97M-V/def2-TZVPD) of the ion C5H5N2O3 with charge -1 in a non-equilibrium geometry.

Calculated values
HOMO-LUMO gap (alpha / beta) = 5.701 / 6.583 eV
F_max = 3.20 eV/Å
E = -14387.3602 eV
energy relative to the best compared isomer or geometry (same formula, charge and spin) = 265.9 kJ/mol
charge = -1
LUMO (alpha / beta) = 3.73 / 3.73 eV

Geometry (Å):
O1 -2.67 -2.20 0.50
O2 -1.06 3.10 0.65
O3 -3.95 -0.17 -0.86
N1 -2.39 1.35 -0.22
N2 -1.02 -0.85 1.08
C1 -2.91 0.00 -0.27
C2 0.39 0.37 -0.51
C3 0.05 -0.06 0.87
C4 -1.64 2.16 0.20
C5 -2.21 -1.03 0.44
H1 -0.11 1.47 -0.73
H2 0.16 -0.36 -1.39
H3 0.50 0.58 1.66
H4 1.43 0.42 -0.52
H5 -0.90 -1.53 1.83

4.
The following is a DFT calculation (wB97M-V/def2-TZVPD) of a cluster of 2 separate species, C7H8N2 in total in a non-equilibrium geometry.

Calculated values
HOMO-LUMO gap = 8.089 eV
F_max = 7.19 eV/Å
E = -10364.3921 eV
energy relative to the best compared isomer or geometry (same formula, charge and spin) = 365.7 kJ/mol
charge = 0
LUMO = -0.85 eV

Geometry (Å):
N1 2.19 0.88 0.27
N2 -0.29 0.04 -0.19
C1 -0.93 -0.14 1.01
C2 2.83 1.78 0.68
C3 -0.98 1.02 -0.89
C4 -1.96 0.82 1.01
C5 1.32 -1.89 -0.09
C6 -2.01 1.49 -0.27
C7 0.83 -0.59 -0.62
H1 -2.63 2.33 -0.68
H2 2.26 -2.04 0.32
H3 1.25 -0.31 -1.69
H4 -0.40 -0.78 1.69
H5 0.51 -2.39 0.65
H6 -2.75 0.98 1.69
H7 -0.51 1.34 -1.88
H8 1.24 -2.53 -1.00

5.
The following is a DFT calculation (wB97M-V/def2-TZVPD) of a structure of composition C27H22MoN4O6S2 in a non-equilibrium geometry.

Calculated values
HOMO-LUMO gap (alpha / beta) = 5.654 / 5.667 eV
F_max = 6.03 eV/Å
E = -70106.4332 eV
energy relative to the best compared isomer or geometry (same formula, charge and spin) = 43.0 kJ/mol
charge = +2
LUMO (alpha / beta) = -9.17 / -9.16 eV

Geometry (Å):
Mo1 -0.19 -1.01 0.31
S1 -0.25 -3.00 1.66
S2 0.76 -0.46 2.48
O1 -3.81 5.85 0.19
O2 -1.45 -3.16 -2.60
O3 -2.00 0.22 2.03
O4 -0.37 0.70 0.04
O5 -3.28 5.80 -1.91
O6 -1.11 -2.01 -0.74
N1 -0.49 -4.73 5.16
N2 -3.26 5.38 -0.78
N3 1.22 -0.85 6.11
N4 4.29 -0.31 1.27
C1 3.98 -1.72 1.58
C2 2.49 -2.21 -2.93
C3 -4.47 -0.28 -3.57
C4 -1.96 2.27 0.85
C5 -1.05 1.82 -0.15
C6 -1.68 3.66 -1.57
C7 0.31 -2.06 3.02
C8 2.85 -0.52 -0.75
C9 1.64 -1.24 -0.84
C10 -4.90 0.55 -2.54
C11 -2.91 -1.32 -2.08
C12 0.35 -2.46 4.32
C13 -4.35 0.43 -1.27
C14 1.52 -2.10 -1.94
C15 -1.81 -2.28 -1.87
C16 4.52 0.46 2.51
C17 -3.48 -1.21 -3.35
C18 -2.50 4.14 -0.55
C19 0.83 -1.59 5.33
C20 -2.64 3.47 0.65
C21 3.64 -1.45 -2.85
C22 -0.94 2.51 -1.36
C23 3.82 -0.63 -1.76
C24 -2.29 1.40 1.98
C25 -3.36 -0.51 -1.03
C26 -0.11 -3.73 4.76
C27 3.25 0.35 0.42
H1 -5.68 1.27 -2.72
H2 3.67 1.29 0.05
H3 4.39 -1.50 -3.63
H4 3.61 0.46 3.11
H5 -3.30 3.87 1.40
H6 -3.13 -1.85 -4.15
H7 4.72 -0.04 -1.68
H8 -0.29 2.11 -2.13
H9 2.40 0.59 1.06
H10 -2.89 1.87 2.77
H11 -4.72 1.04 -0.47
H12 4.76 -2.13 2.22
H13 2.32 -2.87 -3.76
H14 -1.65 4.19 -2.51
H15 4.78 1.49 2.27
H16 -4.92 -0.19 -4.55
H17 5.17 -0.31 0.73
H18 -3.00 -0.67 -0.02
H19 3.03 -1.78 2.10
H20 0.66 -2.75 -2.06
H21 5.33 0.02 3.09
H22 3.94 -2.31 0.67

6.
The following is a DFT calculation (wB97M-V/def2-TZVPD) of a cluster of 2 separate species, C9H13N4OP in total in a non-equilibrium geometry.

Calculated values
HOMO-LUMO gap = 8.887 eV
F_max = 3.65 eV/Å
E = -26835.3075 eV
energy relative to the best compared isomer or geometry (same formula, charge and spin) = 278.4 kJ/mol
charge = 0
LUMO = -0.06 eV

Geometry (Å):
P1 0.58 1.08 0.44
O1 0.12 2.24 1.19
N1 0.52 -0.31 1.37
N2 -3.16 -0.26 -0.52
N3 -0.30 0.63 -0.89
N4 -0.07 -2.21 2.35
C1 3.06 1.35 -0.17
C2 -0.32 -1.48 1.34
C3 -1.51 1.31 -1.24
C4 1.25 -0.41 2.57
C5 -2.69 0.89 -0.38
C6 -4.18 -0.82 0.10
C7 0.20 -0.54 -1.68
C8 0.90 -1.54 3.17
C9 -5.20 -1.40 0.38
H1 0.73 -0.10 -2.56
H2 -1.73 1.16 -2.28
H3 3.26 1.16 0.91
H4 -1.03 -1.69 0.57
H5 -1.56 2.41 -0.95
H6 -2.90 1.77 0.39
H7 -0.59 -1.20 -2.01
H8 2.17 0.03 2.93
H9 1.14 -2.04 4.11
H10 3.50 2.29 -0.38
H11 0.74 -1.19 -1.02
H12 -6.14 -1.48 0.80
H13 3.33 0.73 -1.00

7.
The following is a DFT calculation (wB97M-V/def2-TZVPD) of a cluster of 3 separate species, C5H9N in total in a non-equilibrium geometry.

Calculated values
HOMO-LUMO gap = 8.192 eV
F_max = 7.29 eV/Å
E = -6814.8134 eV
energy relative to the best compared isomer or geometry (same formula, charge and spin) = 596.4 kJ/mol
charge = 0
LUMO = 0.96 eV

Geometry (Å):
N1 -1.05 -0.16 -1.61
C1 1.09 0.04 1.17
C2 -1.97 0.16 0.64
C3 1.88 -0.17 -1.33
C4 -0.87 -0.02 -0.37
C5 1.32 -0.05 -0.17
H1 0.81 -0.86 1.71
H2 0.86 1.00 1.60
H3 -2.97 0.14 0.17
H4 1.18 -0.22 -2.17
H5 2.95 -0.21 -1.47
H6 2.61 -0.02 1.21
H7 -2.03 -0.13 -1.92
H8 -1.86 1.11 1.16
H9 -1.93 -0.64 1.38

8.
The following is a DFT calculation (wB97M-V/def2-TZVPD) of a structure of composition C14H24AlBeCaCl2F11IKLiN3O11S3 in a non-equilibrium geometry.

Calculated values
HOMO-LUMO gap = 2.542 eV
F_max = 5.97 eV/Å
E = -179383.7076 eV
energy relative to the best compared isomer or geometry (same formula, charge and spin) = 101.3 kJ/mol
charge = +2
LUMO = -9.64 eV

Geometry (Å):
I1 -6.17 0.33 3.50
Ca1 2.96 5.76 -3.68
K1 -1.30 -1.27 3.39
Cl1 0.65 1.33 -2.17
Cl2 0.84 1.71 1.22
S1 5.14 3.11 -1.01
S2 -7.98 -3.44 0.03
S3 7.44 1.88 -0.86
Al1 -5.71 -1.20 -4.05
F1 5.25 5.74 -1.09
F2 3.28 4.98 -1.50
F3 4.86 4.88 -3.03
F4 9.09 2.56 -2.80
F5 -4.80 -0.43 -5.31
F6 10.01 1.44 -1.19
F7 2.42 0.15 0.24
F8 9.50 3.52 -0.91
F9 -7.16 -0.32 -3.74
F10 -4.73 -1.23 -2.58
F11 -6.09 -2.82 -4.51
O1 -7.43 -4.03 1.46
O2 4.36 2.18 -1.76
O3 6.42 -2.06 0.27
O4 4.81 3.22 0.38
O5 -8.56 -4.40 -0.84
O6 7.13 0.67 -1.57
O7 -8.09 0.46 1.21
O8 -6.52 -2.83 -0.42
O9 4.48 -0.74 1.92
O10 -8.93 -2.45 0.44
O11 7.59 1.74 0.56
N1 6.65 3.19 -1.36
N2 6.74 -0.90 2.02
N3 5.73 1.08 1.44
C1 -4.43 -2.53 0.94
C2 -6.12 -0.63 0.47
C3 5.59 -0.21 1.80
C4 1.71 2.63 -0.03
C5 -5.94 -2.17 0.70
C6 9.09 2.37 -1.47
C7 -1.52 -0.65 0.78
C8 -1.99 -2.09 0.21
C9 4.62 4.74 -1.66
C10 0.91 2.85 -1.29
C11 -1.72 -3.18 1.39
C12 -6.65 -2.88 1.93
C13 -3.51 -2.05 -0.23
C14 -7.05 0.08 1.48
Be1 -2.82 1.07 2.12
Li1 0.74 -1.99 1.92
H1 6.66 -1.86 2.28
H2 -3.66 -2.69 -1.12
H3 -6.52 -0.47 -0.55
H4 -0.76 -0.19 0.10
H5 -2.40 0.07 0.91
H6 6.62 1.54 1.33
H7 6.55 -1.28 -0.28
H8 -5.15 -0.07 0.50
H9 -1.33 -2.40 -0.63
H10 -3.69 -1.00 -0.54
H11 7.66 -0.49 1.92
H12 -4.40 -3.65 0.98
H13 2.62 2.08 -0.24
H14 -2.09 -2.73 2.37
H15 -2.23 -4.15 1.20
H16 4.89 1.61 1.27
H17 1.50 3.50 -1.94
H18 -5.90 -3.37 2.59
H19 -0.99 -0.73 1.80
H20 1.98 3.59 0.43
H21 -0.58 -3.32 1.52
H22 -0.07 3.30 -1.11
H23 -4.18 -2.09 1.93
H24 -7.37 -2.33 2.55

9.
The following is a DFT calculation (wB97M-V/def2-TZVPD) of a structure of composition C13H24Cl2N2ORu in a non-equilibrium geometry.

Calculated values
HOMO-LUMO gap (alpha / beta) = 6.550 / 6.756 eV
F_max = 4.75 eV/Å
E = -46521.8592 eV
2S+1 = 5
energy relative to the best compared isomer or geometry (same formula, charge and spin) = 17.8 kJ/mol
charge = 0
LUMO (alpha / beta) = 0.02 / -1.93 eV
<S²> = 6.035

Geometry (Å):
Ru1 0.91 0.44 -0.96
Cl1 0.10 2.60 -0.96
Cl2 1.06 -1.84 -1.44
O1 -1.32 -0.13 -0.31
N1 -1.82 -1.60 1.43
N2 -3.45 -0.56 0.11
C1 -2.14 -0.76 0.40
C2 2.62 0.69 -2.11
C3 3.32 2.05 -2.05
C4 3.67 2.12 0.49
C5 -2.87 -2.02 2.33
C6 -3.80 0.42 -0.91
C7 4.34 2.11 -0.90
C8 1.61 0.62 -3.14
C9 -0.45 -1.85 1.86
C10 -4.54 -1.26 0.71
C11 1.86 0.43 0.62
C12 -4.06 -2.43 1.53
C13 3.31 0.68 0.91
H1 2.57 2.85 -1.97
H2 -3.14 -1.21 3.02
H3 -4.85 -2.78 2.19
H4 3.85 2.20 -3.01
H5 1.41 1.52 -3.72
H6 -2.88 0.90 -1.27
H7 -4.31 -0.11 -1.74
H8 3.49 0.52 1.99
H9 4.34 2.56 1.24
H10 3.92 -0.08 0.40
H11 -0.27 -2.93 1.98
H12 -5.22 -1.59 -0.08
H13 1.33 0.30 1.57
H14 1.28 -0.34 -3.54
H15 0.26 -1.48 1.13
H16 2.76 2.73 0.47
H17 -0.25 -1.41 2.85
H18 -4.49 1.18 -0.50
H19 3.23 -0.17 -1.82
H20 -5.09 -0.58 1.37
H21 5.05 1.26 -0.98
H22 -3.77 -3.24 0.85
H23 4.93 3.03 -1.01
H24 -2.49 -2.82 2.96

10.
The following is a DFT calculation (wB97M-V/def2-TZVPD) of a cluster of 8 separate species, C28H56O12 in total in a non-equilibrium geometry.

Calculated values
HOMO-LUMO gap = 9.530 eV
F_max = 9.75 eV/Å
E = -54500.7943 eV
energy relative to the best compared isomer or geometry (same formula, charge and spin) = 1331.5 kJ/mol
charge = 0
LUMO = 0.16 eV

Geometry (Å):
O1 4.96 1.64 -1.14
O2 -2.28 -2.44 -2.28
O3 -0.60 5.04 1.88
O4 -3.11 -2.79 -0.16
O5 2.28 -5.11 1.25
O6 2.65 -3.35 -2.86
O7 -0.49 1.42 -1.73
O8 -1.89 6.38 3.30
O9 -3.36 -2.36 -6.03
O10 4.11 2.48 0.73
O11 -4.12 0.83 4.96
O12 0.45 0.31 -0.05
C1 -3.20 -2.78 -1.43
C2 -3.74 2.87 3.54
C3 -0.19 4.89 4.25
C4 -2.23 -2.60 2.03
C5 0.54 -4.63 -2.26
C6 -1.00 5.80 0.68
C7 -5.64 1.18 3.05
C8 1.94 -2.63 1.62
C9 1.04 -0.40 -2.11
C10 3.89 3.74 0.14
C11 -4.43 -3.28 -2.00
C12 2.86 -5.74 -2.10
C13 -1.00 -2.77 -5.60
C14 -1.07 5.59 3.10
C15 0.18 0.53 -1.23
C16 -1.85 -0.42 -5.45
C17 -2.23 -1.94 -5.73
C18 0.95 1.08 2.22
C19 -4.44 1.57 3.99
C20 3.38 4.60 1.32
C21 -0.41 5.11 -0.57
C22 2.76 -3.82 1.10
C23 -0.12 1.24 1.02
C24 -1.88 -2.44 0.57
C25 4.19 -3.58 0.67
C26 4.50 1.45 0.00
C27 4.70 0.23 0.76
C28 2.08 -4.53 -2.32
H1 1.99 0.03 -2.09
H2 -1.06 4.56 4.85
H3 -2.84 -1.66 2.27
H4 4.17 -3.00 -0.14
H5 -0.53 5.62 -1.53
H6 -0.32 -2.44 -4.68
H7 4.90 -4.53 0.61
H8 -2.80 0.04 -6.03
H9 -2.91 -3.41 2.37
H10 -4.46 3.56 2.97
H11 0.42 -0.49 -3.12
H12 0.87 -1.44 -1.72
H13 4.04 -5.36 -2.20
H14 -1.93 -1.52 0.35
H15 -4.53 -3.20 -3.07
H16 2.44 -2.03 2.31
H17 0.80 1.44 3.16
H18 4.52 -2.96 1.34
H19 -1.15 -3.00 0.00
H20 -2.05 5.69 0.38
H21 1.08 0.18 2.57
H22 -6.07 0.15 3.37
H23 0.24 -5.26 -1.43
H24 -0.55 -2.85 -6.51
H25 3.28 5.62 1.04
H26 -0.87 -0.02 -5.81
H27 -0.60 4.07 -0.78
H28 -4.65 -4.30 -1.67
H29 5.61 -0.55 0.55
H30 3.77 -0.44 0.54
H31 -5.45 -2.73 -1.62
H32 1.98 1.48 1.95
H33 -0.41 6.65 0.62
H34 2.34 4.28 1.68
H35 -6.43 1.98 3.17
H36 -1.83 0.03 -4.32
H37 -1.42 -3.81 -5.20
H38 3.10 3.58 -0.56
H39 1.06 -3.07 2.15
H40 -0.03 2.29 0.65
H41 -1.14 0.78 1.59
H42 2.46 -6.24 -1.06
H43 -5.22 1.15 1.91
H44 0.40 3.98 3.84
H45 -2.78 2.79 3.06
H46 0.17 -3.51 -2.24
H47 4.70 4.17 -0.41
H48 0.87 5.29 -0.58
H49 0.70 5.65 4.71
H50 2.59 -6.12 -2.93
H51 4.02 4.48 2.10
H52 -3.84 3.55 4.39
H53 0.20 -5.04 -3.19
H54 4.57 0.17 1.89
H55 1.72 -1.93 0.71
H56 -1.31 -2.68 2.69

11.
The following is a DFT calculation (wB97M-V/def2-TZVPD) of an isolated molecule of C2H2NOP in a non-equilibrium geometry.

Calculated values
HOMO-LUMO gap (alpha / beta) = 8.086 / 8.084 eV
F_max = 4.08 eV/Å
E = -14929.0733 eV
energy relative to the best compared isomer or geometry (same formula, charge and spin) = 237.6 kJ/mol
charge = 0
LUMO (alpha / beta) = 0.35 / 0.35 eV

Geometry (Å):
P1 1.44 -0.57 -0.29
O1 1.78 1.01 0.13
N1 -1.34 0.63 -0.04
C1 -1.69 -0.60 0.05
C2 -0.34 -0.47 -0.19
H1 2.80 1.22 0.22
H2 -2.65 -1.22 0.12

12.
The following is a DFT calculation (wB97M-V/def2-TZVPD) of a cluster of 2 separate species, C5H6N in total in a non-equilibrium geometry.

Calculated values
HOMO-LUMO gap (alpha / beta) = 7.709 / 3.328 eV
F_max = 3.18 eV/Å
E = -6757.4767 eV
energy relative to the best compared isomer or geometry (same formula, charge and spin) = 743.0 kJ/mol
charge = +1
LUMO (alpha / beta) = -5.46 / -7.93 eV

Geometry (Å):
N1 1.97 -1.15 0.78
C1 -1.34 1.79 -0.29
C2 -2.61 0.75 -2.25
C3 2.16 -1.35 2.00
C4 -2.09 1.13 -1.22
C5 1.56 -1.24 -0.31
H1 2.68 -0.71 2.64
H2 0.70 -0.96 -0.93
H3 -0.48 1.12 0.11
H4 -2.98 0.19 -3.06
H5 1.96 -2.34 2.37
H6 -1.55 2.78 0.16